A molecular structure, C17H40F6NO21S7V in a non-equilibrium geometry. Source: OMol25; level of theory: ωB97M-V/def2-TZVPD.

Each line ends with the Löwdin charge.
Cartesian coordinates (Å):
C: -0.8164 2.7024 -5.3282  -0.056
C: -2.7999 -4.1622 0.6257  -0.029
H: -6.5360 -1.2096 -0.1744  0.081
O: 1.5948 3.5899 -1.3381  -0.253
O: 1.2280 -2.5111 -0.4174  -0.351
C: 4.3763 -1.6902 0.8483  -0.618
C: -3.5640 1.9540 1.5325  -0.086
O: -3.1926 -0.0324 3.2259  -0.280
O: 1.4771 -3.8227 3.8265  -0.298
S: 1.8943 -2.7440 4.6678  0.601
H: -4.4509 2.1683 2.1201  0.073
F: 4.3529 2.8553 -2.0548  0.152
O: 2.6815 1.1249 -3.2418  -0.279
O: -2.4456 3.6930 -1.4259  -0.288
N: 3.1972 -0.4596 -1.3365  -0.366
F: 5.4257 -2.4490 1.2189  0.142
C: 1.8130 4.9018 -1.8641  -0.272
H: 0.1413 2.9398 -5.8011  0.080
H: -0.7514 -4.2867 4.9383  0.065
O: -4.4821 -0.4885 1.1628  -0.251
H: -0.3659 -2.7505 6.7888  0.115
H: -0.0640 2.2838 -3.4054  0.107
O: -1.9736 -0.1794 1.0427  -0.293
O: 3.9418 -2.9759 -1.4283  -0.252
H: -0.9180 1.6453 -5.5759  0.087
H: 1.2397 -0.7959 3.4981  0.041
C: 4.8682 1.6491 -1.9361  -0.654
F: 4.5141 -0.4628 1.3759  0.146
F: 6.0528 1.5715 -2.5236  0.158
S: 4.4215 -1.6773 -1.0462  0.713
H: -0.1812 3.6648 1.7501  0.085
O: 2.5999 4.2747 0.8122  -0.240
O: -0.3514 -4.2024 0.4687  -0.259
H: 0.5054 -5.3539 5.4746  0.076
C: 0.3142 -3.5960 6.6743  -0.240
H: -0.0195 4.9248 0.5047  0.079
O: 3.2566 -2.2675 4.5744  -0.278
H: 2.8178 -4.5038 0.7225  0.056
H: -1.3745 -2.4633 1.0344  0.098
H: -2.6860 2.5287 1.8171  0.058
C: -4.3570 -0.7610 -0.2480  -0.269
H: -3.8520 4.0756 -4.6366  0.074
H: -1.0448 -5.2950 6.3766  0.080
S: 0.8825 -3.9108 -0.5784  0.701
F: 3.2488 -2.2576 1.3047  0.107
F: 5.0873 1.4248 -0.6372  0.120
H: 3.0547 4.2008 -3.5210  0.077
H: 2.4416 -5.6577 -0.5785  0.076
H: -1.5300 -2.9050 -0.5741  0.114
H: 2.6366 5.3578 -1.3024  0.116
H: 1.4878 -5.6992 0.9156  0.078
C: -1.5049 -3.3628 0.4254  -0.274
H: 0.5365 -3.9812 7.6675  0.120
H: -5.5425 -2.5814 -0.2153  0.064
H: -4.5422 4.9016 -3.2382  0.073
H: 2.4738 5.9339 -3.5352  0.091
H: -0.6319 3.2335 0.1024  0.054
H: -2.8111 5.1542 -3.6425  0.066
C: -0.3022 -4.7176 5.8329  -0.077
S: -3.1687 3.1181 -2.5183  0.612
H: -3.4895 -1.4055 -0.3808  0.090
S: 1.6575 3.3643 0.2554  0.644
S: 3.7170 0.3201 -2.6494  0.602
H: 0.6894 -0.7397 5.2208  0.073
S: -3.1242 0.2086 1.8154  0.636
C: -0.8839 2.8790 -3.8083  -0.271
O: 1.7329 1.9278 0.4991  -0.330
H: -2.8598 -4.7178 -0.3111  0.086
O: 0.3298 0.5242 -1.2837  -0.289
C: 2.0272 -5.0567 0.2284  -0.066
O: 1.5801 -3.0912 6.2059  -0.261
C: 0.0326 3.8570 0.7005  -0.100
H: 0.9514 5.5454 -1.6622  0.124
H: -2.7579 -4.8526 1.4635  0.081
H: -3.6437 -3.4820 0.7097  0.057
O: -4.3094 2.2645 -2.2709  -0.279
H: -0.2116 -1.7139 4.1600  0.068
H: -5.6980 -1.6843 -1.6914  0.083
O: 0.5203 -4.4143 -1.8817  -0.250
O: 0.9465 -0.2972 1.1756  -0.306
C: 0.8013 -1.3466 4.3208  -0.095
H: 1.4038 4.6809 -3.9646  0.063
O: 4.5024 -0.4273 -3.5832  -0.246
H: -0.7029 3.9082 -3.4939  0.102
V: 1.4511 -0.2075 -0.3512  0.889
C: 2.2478 4.8919 -3.2997  -0.047
H: -4.2896 0.0744 -0.9461  0.102
C: -5.6025 -1.5624 -0.6126  -0.064
C: -3.6377 4.4483 -3.6390  -0.103
O: -2.1324 2.3067 -3.4449  -0.246
H: -1.5522 3.3062 -5.8617  0.071
H: -3.7830 2.1368 0.4818  0.042
O: 5.7832 -1.3040 -1.3071  -0.237

Summary:
HOMO level (eV): -10.82
E_tot (Ha): -6636.9397
Energy relative to the best compared isomer or geometry (same formula, charge and spin) (kcal per mole): 63.7
Spin multiplicity: 1